Density functional theory data (the ωB97M-V functional and the def2-TZVPD basis) for a molecular structure, C11H26N2OP2STb.

Computed properties:
Spin multiplicity   8
Electronic energy   -68687.58838 eV
Lowest unoccupied orbital energy (alpha / beta)   -6.8 / -9.3 eV
Maximum force   1.9 eV/Å
Expectation value of S²   16.454
HOMO energy (alpha / beta)   -13.660 / -13.560 eV
HOMO-LUMO gap (alpha / beta)   6.854 / 4.294 eV
Net charge   +2

XYZ file:
```
44
Properties=species:S:1:pos:R:3:forces:R:3:mulliken_charge:R:1
C 0.74278 -2.48599 1.22066 -0.74 -0.04 0.43 0.151
H 4.08503 -1.29179 0.69680 -0.29 0.13 -0.30 0.176
H 3.28617 2.79445 0.54630 0.04 0.14 0.19 0.355
H 2.48441 -3.62029 0.87979 0.05 0.30 -0.12 0.450
H -1.50915 -1.86890 2.56829 0.21 -0.15 -0.35 0.528
H -3.29268 1.94940 0.48381 0.31 -0.24 -0.46 0.385
N -1.59075 0.71362 0.44524 0.96 -0.64 1.01 0.175
H 3.69396 2.38039 2.24284 -0.14 0.07 -0.16 0.347
H -2.42723 -2.76776 -3.11513 0.03 0.18 0.05 0.440
C -0.82873 -1.68874 -2.21326 0.35 0.56 0.27 1.084
N -0.02782 -1.38754 1.11147 0.24 -1.84 0.55 0.095
H -0.75083 -2.28588 -1.29360 -0.03 0.16 -0.12 -0.093
H 2.26926 1.54632 3.86731 -0.17 0.04 -0.05 0.341
C 2.03859 -2.63773 0.71871 -0.65 -0.22 0.42 -0.573
P 2.92516 -1.31705 -0.13471 1.13 -0.94 -0.01 -0.241
H -2.36140 -1.05825 -3.59174 0.01 -0.15 0.16 0.356
H -0.39066 3.07900 -2.89022 0.53 -0.09 0.49 0.127
H -2.66981 3.33009 -1.34728 0.51 -0.15 0.12 0.411
Tb 0.64010 0.45718 -0.00617 -0.38 1.71 -0.81 0.197
H 0.48493 1.39066 3.81825 0.11 0.15 0.03 0.321
H -2.12600 0.32634 2.46279 -0.08 -0.14 -0.27 0.329
C -2.23296 -1.75223 -2.75191 -0.19 0.07 -0.15 -1.511
H 3.08395 4.01914 1.83243 0.15 -0.25 -0.08 0.368
H 0.07355 -3.08100 -3.57874 0.08 0.24 0.11 0.419
C -2.30509 1.77518 0.01923 -0.03 1.13 -1.41 0.031
H 1.24599 -2.06804 -2.71319 -0.10 0.02 -0.06 0.159
H 3.47382 -2.07700 -1.21164 -0.15 0.38 0.27 0.181
C -1.43362 -1.49882 1.53196 -0.52 -0.03 0.24 -0.677
H -2.98294 -1.53691 -1.97917 0.19 0.05 -0.16 0.388
C 1.33399 2.04312 3.60050 -0.19 0.03 0.21 -0.952
H -1.97862 -2.22487 0.89157 0.59 0.20 0.17 0.371
O -0.47725 -0.26302 -1.83235 -1.25 -0.06 -0.22 -0.273
C -1.90082 2.62371 -1.01249 -1.08 -0.40 1.55 -0.706
P -0.18544 2.91486 -1.48140 -1.13 0.58 -0.59 -0.077
S 1.31664 2.42908 1.83574 0.10 0.10 0.31 0.207
H -1.29732 0.24059 -1.51279 0.73 -1.01 -0.76 0.278
C 3.02167 2.95206 1.59726 0.24 0.39 -0.18 -0.964
H -3.23243 -0.38288 1.26825 0.27 0.21 0.07 0.423
C 0.25701 -2.07298 -3.18496 -0.10 -0.11 -0.44 -1.278
H -0.09033 4.29522 -1.12685 0.29 -0.47 -0.14 0.130
H 1.22855 2.98298 4.14912 0.03 -0.24 -0.03 0.368
C -2.17157 -0.15444 1.46842 -0.09 0.28 0.31 -1.033
H 0.31655 -3.35801 1.74544 0.09 0.34 -0.29 0.442
H 0.26133 -1.36327 -4.02458 0.04 -0.27 0.20 0.348
```
Forces are in eV/Å.

Density functional theory data (the ωB97M-V functional and the def2-TZVPD basis) for C19H13ClFNO2S in the gas phase.

Computed properties:
Electronic energy   -51573.11893 eV
Lowest unoccupied orbital energy   0.1 eV
Maximum force   3.4 eV/Å
ΔE to the lowest compared entry with this formula, charge and spin   0.000 eV
HOMO energy   -9.074 eV
SMILES   O=S1(=O)c2ccccc2N(Cc2ccc(Cl)cc2F)c2ccccc21
HOMO-LUMO gap   9.215 eV
Net charge   0

XYZ file:
```
38
Properties=species:S:1:pos:R:3:forces:R:3:mulliken_charge:R:1
C -2.36892 -0.62714 3.37551 -0.32 0.38 0.27 -0.570
H 3.82250 -0.91870 -2.33440 -0.16 0.69 0.18 0.362
H 2.51008 3.01474 -3.28874 -0.21 0.21 -0.01 0.435
C -2.71864 1.75512 3.04485 -0.23 -0.60 -0.04 -0.660
H 2.62734 -0.81503 -0.22559 -0.03 0.16 0.21 0.432
H -3.20566 2.67608 3.36118 0.12 -0.16 -0.16 0.374
C 3.22281 1.06400 -2.95540 -0.33 -0.54 0.91 0.210
H -1.69887 2.60789 1.34698 0.17 0.51 -0.28 0.571
C 0.97526 1.15462 0.71652 -0.20 -0.31 -0.34 -0.890
C 1.78121 1.15334 -0.56354 0.31 0.23 1.03 0.338
C 2.61542 0.05949 -0.86503 -0.96 0.44 -0.25 -0.368
N -0.40612 0.60716 0.44636 -0.21 0.76 0.62 0.293
C -1.86324 1.73951 1.94173 -0.99 -0.36 1.28 -0.600
C -0.51255 -1.79708 0.01646 -0.28 -0.20 0.79 0.489
C -1.26869 0.54779 1.57399 0.96 1.23 -0.22 0.006
Cl 4.01102 0.92796 -4.47379 0.14 0.17 -0.28 -0.209
H -1.16908 -1.14030 -3.72373 0.04 0.06 0.11 0.411
H -2.57667 -1.53313 3.93692 0.19 -0.02 -0.26 0.464
C 2.49317 2.17467 -2.61195 -0.17 1.19 -0.17 -0.537
C 3.29036 0.00722 -2.05764 0.65 -1.15 -0.58 -0.535
C -3.03218 0.55635 3.72390 0.22 0.56 0.10 -0.527
C -0.77491 -0.25586 -1.78588 -0.52 -0.53 0.17 -0.128
C 1.78762 2.25583 -1.40693 0.93 -1.55 -0.86 0.429
C -0.77008 -2.62518 -2.19529 -0.42 -0.10 -0.84 -0.438
C -0.58087 -0.48301 -0.41193 0.88 -0.37 -1.78 -0.272
S -0.45742 -2.03395 1.77400 1.66 -2.38 1.76 1.460
H -3.77515 0.61087 4.55078 0.75 -0.33 -0.72 0.348
C -0.58777 -2.88455 -0.84350 -0.35 0.23 -0.69 -0.685
F 1.11509 3.36911 -1.12085 -0.23 0.13 0.12 -0.320
O -1.09447 -3.31088 2.13335 -0.14 1.93 -0.64 -0.741
H -0.84924 -3.47097 -2.90518 0.05 0.59 0.56 0.359
H 0.93202 2.18515 1.13217 -0.39 -0.75 -0.25 0.525
O 0.95932 -2.00521 2.23498 -2.30 1.19 -0.92 -0.667
C -0.95343 -1.31096 -2.67573 0.82 -0.58 0.91 -0.895
C -1.45007 -0.58648 2.32616 0.25 -1.50 -0.01 0.233
H -0.89763 0.75454 -2.11507 0.07 0.48 -0.12 0.530
H 1.45754 0.49247 1.44405 0.08 0.16 0.02 0.304
H -0.58911 -3.91546 -0.51973 0.15 0.12 0.39 0.471
```
Forces are in eV/Å.

Density functional theory data (the ωB97M-V functional and the def2-TZVPD basis) for a molecular structure, C16H14BBrCl2F2N2O2PtSSe.

Computed properties:
Electronic energy   -204527.26406 eV
Lowest unoccupied orbital energy (alpha / beta)   4.0 / 4.0 eV
Maximum force   2.1 eV/Å
ΔE to the lowest compared entry with this formula, charge and spin   1.787 eV
HOMO energy (alpha / beta)   -1.247 / -1.254 eV
HOMO-LUMO gap (alpha / beta)   5.215 / 5.222 eV
Net charge   -2

XYZ file:
```
43
Properties=species:S:1:pos:R:3:forces:R:3:mulliken_charge:R:1
C 2.19604 4.29373 -2.96157 -0.03 0.00 0.00 0.257
N 1.27037 -2.79075 -1.37072 0.24 0.36 -0.46 0.309
C 1.23063 2.97838 -1.22460 0.19 0.04 -0.01 0.314
Cl 0.15439 1.31608 2.83762 -0.08 0.36 0.29 -0.101
C 1.30835 -1.36324 -1.69237 1.13 -1.56 -0.85 -0.670
Se 1.97963 -0.23430 -0.15138 -1.13 -0.07 0.31 -0.530
H 1.34243 2.24879 -0.44007 -0.03 -0.02 0.02 0.384
C 2.35522 3.38140 -1.93730 -0.09 -0.04 0.02 -0.725
H 3.57328 -2.52097 -5.08715 0.01 -0.04 0.01 0.366
H 3.32229 2.95272 -1.70997 0.02 0.06 0.02 0.419
C 3.13577 -3.19525 -4.35966 0.12 -0.27 -0.14 -0.643
C 1.96253 -4.93478 -2.46940 0.05 -0.30 -0.19 -0.543
Br 3.73285 4.86290 -3.95243 -0.03 0.00 0.00 -0.273
H 2.28480 0.62700 -3.12560 -0.03 0.02 0.01 0.113
F -0.01695 0.53035 -2.62476 -0.09 -0.29 0.22 -0.297
C -1.25879 3.05286 -0.75669 -0.31 -0.49 0.37 0.086
C 1.84850 -3.57121 -2.33089 -0.03 0.31 0.26 -0.217
H -1.14363 4.76409 -2.79323 0.03 0.02 0.01 0.415
H 3.76411 -5.01621 -5.36758 0.01 0.04 0.02 0.347
F -1.01304 -1.53112 -2.52565 -0.10 0.29 0.47 -0.296
H 1.50645 -5.59966 -1.74438 0.03 0.01 -0.03 0.386
H 1.91216 -0.12153 3.35583 0.07 -0.04 0.06 0.239
H 3.77770 -0.24356 -3.53608 -0.01 -0.03 -0.03 0.346
H 2.38038 -0.27810 -4.64097 0.01 0.02 0.02 0.345
B -0.11074 -0.67547 -1.88110 -0.50 0.28 -1.28 0.306
O -1.29399 1.91422 -0.16312 0.18 0.94 -0.38 -0.670
H 0.85296 5.51542 -4.10742 -0.01 0.00 0.00 0.393
H 2.74503 -6.52400 -3.72192 -0.02 0.02 0.03 0.337
N 2.16094 -1.42150 -2.89882 -0.07 0.42 0.34 0.538
C 0.95177 4.80738 -3.29553 -0.03 -0.07 0.09 -0.505
H 0.54709 -3.08785 -0.73470 -0.17 -0.07 0.26 0.123
C -0.02427 3.46585 -1.53197 0.01 -0.02 -0.13 0.160
C 0.85271 -0.11414 3.57083 0.05 -0.01 0.08 0.059
Pt -0.55089 -0.05570 0.11014 1.42 -0.11 0.10 0.760
C 2.66546 -5.45001 -3.59037 -0.18 0.14 0.28 -0.467
Cl 0.65128 -0.15814 5.36285 0.03 0.04 -0.27 -0.254
H 0.35083 -0.96871 3.13128 -0.08 -0.23 -0.03 0.040
C 2.68031 -0.27302 -3.58637 -0.07 -0.04 0.04 -1.060
S -0.53771 -2.06607 0.94115 -0.44 -0.28 0.54 -0.722
O -2.17390 3.87725 -0.72203 -0.15 0.11 -0.04 -0.752
C 3.23956 -4.60618 -4.51135 -0.02 0.38 0.01 -0.609
C 2.44035 -2.70494 -3.27922 0.05 0.14 0.04 0.732
C -0.15429 4.38640 -2.56823 0.04 0.02 -0.05 -0.439
```
Forces are in eV/Å.

Density functional theory data (the ωB97M-V functional and the def2-TZVPD basis) for C2H6Cl2N2P2 in the gas phase.

Computed properties:
Electronic energy   -48771.98259 eV
Lowest unoccupied orbital energy (alpha / beta)   -1.3 / -0.8 eV
Maximum force   3.5 eV/Å
ΔE to the lowest compared entry with this formula, charge and spin   0.701 eV
HOMO energy (alpha / beta)   -7.931 / -8.149 eV
HOMO-LUMO gap (alpha / beta)   6.614 / 7.307 eV
Net charge   0

XYZ file:
```
14
Properties=species:S:1:pos:R:3:forces:R:3:mulliken_charge:R:1
H 1.39082 1.59682 2.29505 -0.85 0.49 -2.28 0.234
C 0.64981 1.18885 -1.46581 2.00 -2.37 0.99 -0.629
H 0.42232 2.12152 -1.88612 -0.02 1.39 -0.55 0.448
Cl 1.99851 -0.75177 0.27634 1.01 -0.79 0.24 -0.180
N 1.00548 1.84882 1.31474 1.01 -0.08 2.09 -0.495
H -1.41881 -1.52534 1.38975 -0.80 0.44 1.59 0.346
Cl -1.66349 1.52764 0.53983 -0.57 0.75 0.49 -0.180
H -0.63762 -2.82324 0.55100 0.58 -1.14 0.45 0.290
P -0.88356 0.41908 -0.92574 -0.94 -3.39 -0.38 0.234
H -2.08593 -2.26499 -0.06750 -2.69 -0.82 -0.86 0.349
C -1.25918 -1.97356 0.45816 2.29 1.11 -0.53 -0.867
P 1.74775 1.23558 0.07839 0.46 0.74 -0.36 0.358
H 1.26646 0.48857 -2.16386 -1.45 1.26 1.03 0.312
N -0.53257 -1.08799 -0.39423 -0.03 2.42 -1.93 -0.221
```
Forces are in eV/Å.